Record 1
Formula: C40H55AsIN2O5S3SeSiW
Source: the Open Molecules 2025 dataset
Level of theory: ωB97M-V with the def2-TZVPD basis set

orbital gap (spin up / spin down)	4.7331 / 4.7281	eV
2S+1	1
E_HOMO (spin up / spin down)	-8.13 / -8.13	eV
charge	+1

Cartesian coordinates (Å):
W 0.214 -0.592 0.175
O 2.065 -0.577 -0.129
S 3.221 -0.371 0.966
C 4.403 0.630 -0.075
C 3.711 1.467 -1.127
C 3.057 2.700 -0.512
C 2.124 3.380 -1.489
S 0.608 2.333 -1.843
O 0.545 1.427 -0.592
C -0.553 3.633 -1.511
C -0.631 4.189 -0.234
C -1.438 5.290 -0.028
C -2.163 5.831 -1.081
C -2.114 5.244 -2.341
C -1.311 4.144 -2.561
C 4.097 -1.881 0.949
C 4.443 -2.467 -0.275
C 5.234 -3.595 -0.292
C 5.691 -4.145 0.899
C 5.320 -3.580 2.116
C 4.525 -2.455 2.150
H 5.107 -0.070 -0.519
H 4.924 1.242 0.659
H 2.940 0.858 -1.621
H 4.428 1.765 -1.897
H 3.829 3.402 -0.187
H 2.485 2.413 0.380
H 2.598 3.531 -2.457
H 1.783 4.339 -1.107
H -0.069 3.746 0.576
H -1.502 5.738 0.952
H -2.768 6.708 -0.922
H -2.690 5.657 -3.154
H -1.242 3.684 -3.535
H 4.076 -2.040 -1.200
H 5.496 -4.053 -1.234
H 6.327 -5.016 0.881
H 5.662 -4.019 3.039
H 4.249 -1.994 3.086
C -1.623 -4.354 -6.661
C -1.172 -3.828 -5.336
C -2.110 -3.521 -4.361
C -1.743 -2.982 -3.136
C -2.789 -2.711 -2.100
C -0.393 -2.737 -2.895
C 0.580 -3.111 -3.826
C 2.028 -2.922 -3.489
C 0.174 -3.645 -5.038
C 0.081 -1.970 -1.717
O 0.590 -2.479 -0.682
O 0.120 -0.681 -1.780
H -2.480 -3.786 -7.018
H -1.938 -5.393 -6.569
H -0.827 -4.301 -7.399
H -3.158 -3.691 -4.556
H -3.208 -3.651 -1.737
H -3.609 -2.121 -2.509
H -2.358 -2.179 -1.251
H 2.199 -1.916 -3.098
H 2.665 -3.072 -4.357
H 2.329 -3.639 -2.723
H 0.919 -3.912 -5.772
I 0.462 -5.113 2.321
C 0.812 -2.089 1.892
H 1.215 -2.015 2.916
H 1.379 -2.792 1.277
N -2.162 0.418 -2.812
C -2.661 1.118 -1.782
N -2.134 1.237 -0.598
C -2.867 2.153 0.153
C -2.594 2.581 1.447
C -3.412 3.518 2.050
C -4.512 4.047 1.386
C -4.809 3.635 0.101
C -3.987 2.702 -0.498
S -4.125 2.041 -2.100
H -1.367 -0.185 -2.642
H -2.749 0.231 -3.609
H -1.729 2.203 1.968
H -3.185 3.847 3.054
H -5.139 4.783 1.863
H -5.655 4.027 -0.438
C 0.705 3.905 3.643
Si 0.493 2.047 4.131
C 1.904 1.123 5.067
C -1.212 1.820 5.033
Se 0.447 0.789 2.032
H 0.700 4.533 4.528
H -0.116 4.227 3.005
H 1.635 4.088 3.112
H 2.347 1.727 5.850
H 2.685 0.825 4.371
H 1.513 0.221 5.536
H -1.206 2.377 5.966
H -1.411 0.778 5.281
H -2.045 2.187 4.437
C -2.413 -3.601 1.446
As -1.149 -2.159 1.990
C -2.471 -0.702 2.470
C -1.151 -2.535 4.057
O -1.358 -1.272 0.166
H -2.679 -4.191 2.331
H -1.972 -4.256 0.692
H -3.297 -3.109 1.031
H -3.371 -1.218 2.820
H -2.715 -0.107 1.587
H -2.099 -0.056 3.265
H -2.190 -2.560 4.397
H -0.660 -1.679 4.535
H -0.656 -3.447 4.381


Record 2
Formula: C40H55BBrN4O8S2SiTl
Source: the Open Molecules 2025 dataset
Level of theory: ωB97M-V with the def2-TZVPD basis set

orbital gap (spin up / spin down)	6.4058 / 7.4543	eV
2S+1	2
E_HOMO (spin up / spin down)	-4.14 / -5.22	eV
⟨S²⟩	0.75
charge	-1

Cartesian coordinates (Å):
Tl 1.240 -1.418 -0.554
C -1.122 0.589 -3.807
C -0.748 -0.849 -3.916
N -0.137 -1.570 -2.997
C -0.048 -2.841 -3.513
C -0.613 -2.887 -4.749
N -1.043 -1.612 -4.997
C -0.797 -3.926 -5.781
O -0.435 -5.138 -5.440
O -1.267 -3.621 -6.862
C 0.614 -3.954 -2.783
O 0.418 -5.115 -3.237
O 1.295 -3.651 -1.791
H -0.429 1.094 -3.133
H -2.125 0.689 -3.392
H -1.099 1.073 -4.784
H -1.494 -1.348 -5.859
H -0.093 -5.133 -4.468
O 2.323 1.968 2.251
S 1.667 0.681 2.115
O 0.414 0.675 1.374
N 2.535 -0.467 1.502
C 3.897 -0.615 1.632
C 4.738 0.113 2.448
C 6.130 -0.115 2.451
C 6.703 -1.062 1.656
C 5.875 -1.853 0.820
C 6.389 -2.858 -0.030
C 5.546 -3.594 -0.805
C 4.162 -3.328 -0.742
N 3.655 -2.394 0.023
C 4.482 -1.648 0.809
C 1.253 0.176 3.767
C 1.410 1.059 4.823
C 1.116 0.635 6.114
C 0.673 -0.660 6.334
C 0.531 -1.543 5.268
C 0.828 -1.132 3.979
H 4.320 0.896 3.064
H 6.755 0.489 3.099
H 7.775 -1.218 1.647
H 7.459 -3.036 -0.045
H 5.913 -4.367 -1.466
H 3.449 -3.898 -1.330
H 1.755 2.063 4.621
H 1.238 1.316 6.947
H 0.441 -0.988 7.340
H 0.193 -2.556 5.443
H 0.728 -1.808 3.136
S -1.079 -3.723 0.370
C 0.070 -2.765 0.798
C -5.252 -1.884 0.823
C -5.356 -0.466 0.237
C -5.522 -0.661 -1.282
C -6.635 0.205 0.766
Si -3.791 0.569 0.683
Br -2.238 -0.276 -0.713
C -3.935 2.419 0.176
C -4.549 2.561 -1.223
C -4.813 3.209 1.164
C -2.546 3.082 0.122
C -3.215 0.322 2.492
C -2.216 1.405 2.941
C -2.466 -1.019 2.622
C -4.401 0.347 3.471
H -6.104 -2.475 0.468
H -5.275 -1.900 1.911
H -4.341 -2.386 0.490
H -6.459 -1.200 -1.462
H -4.708 -1.254 -1.697
H -5.567 0.274 -1.835
H -7.497 -0.437 0.549
H -6.814 1.166 0.284
H -6.609 0.370 1.843
H -5.588 2.236 -1.253
H -3.986 1.998 -1.970
H -4.529 3.618 -1.514
H -5.841 2.847 1.184
H -4.837 4.262 0.862
H -4.428 3.169 2.182
H -1.851 2.530 -0.512
H -2.087 3.179 1.101
H -2.656 4.090 -0.295
H -1.346 1.452 2.280
H -1.850 1.141 3.939
H -2.670 2.392 3.008
H -1.533 -0.999 2.054
H -3.044 -1.877 2.284
H -2.206 -1.180 3.675
H -4.964 1.282 3.414
H -4.010 0.258 4.490
H -5.098 -0.474 3.316
C 5.447 1.486 -2.549
C 4.136 1.578 -1.791
C 4.330 2.369 -0.506
O 3.748 0.234 -1.404
B 2.404 0.125 -1.574
O 1.839 1.183 -2.225
C 2.913 2.065 -2.648
C 3.091 1.834 -4.142
C 2.480 3.492 -2.378
H 6.224 1.145 -1.865
H 5.733 2.465 -2.940
H 5.386 0.777 -3.372
H 5.111 1.884 0.083
H 3.428 2.379 0.104
H 4.639 3.393 -0.721
H 3.353 0.795 -4.344
H 3.863 2.483 -4.556
H 2.146 2.046 -4.643
H 2.169 3.614 -1.342
H 1.634 3.739 -3.021
H 3.294 4.188 -2.590


Record 3
Formula: C40H55N3P2PtSTe
Source: the Open Molecules 2025 dataset
Level of theory: ωB97M-V with the def2-TZVPD basis set

orbital gap	7.2671	eV
2S+1	1
E_HOMO	-7.07	eV

Cartesian coordinates (Å):
Pt -0.767 0.239 -0.227
C -0.706 -0.562 -5.182
C -0.366 -0.890 -3.726
C -0.969 -2.237 -3.334
P -0.795 0.426 -2.504
C -2.408 1.197 -2.941
C -3.540 0.174 -2.958
C -2.430 2.098 -4.174
C 0.371 1.771 -2.694
C 1.159 2.040 -3.804
C 1.785 3.269 -3.944
C 1.528 4.242 -2.990
C 0.804 3.969 -1.843
C 0.324 2.670 -1.594
N -0.223 2.204 -0.406
C -0.036 2.886 0.817
C 0.984 3.810 1.078
C 1.104 4.418 2.315
C 0.236 4.114 3.349
C -0.741 3.159 3.129
C -0.882 2.546 1.891
P -2.019 1.185 1.528
C -3.655 1.969 1.204
C -4.670 0.928 0.742
C -3.597 3.166 0.263
C -2.236 0.314 3.162
C -3.220 0.965 4.142
C -2.623 -1.160 3.022
H -0.191 -1.266 -5.839
H -0.431 0.446 -5.485
H -1.776 -0.684 -5.356
H 0.723 -0.972 -3.621
H -2.053 -2.247 -3.445
H -0.746 -2.499 -2.301
H -0.562 -3.019 -3.981
H -2.530 1.835 -2.064
H -3.512 -0.429 -3.867
H -4.504 0.689 -2.944
H -3.511 -0.511 -2.108
H -2.496 1.520 -5.096
H -1.556 2.748 -4.230
H -3.316 2.736 -4.127
H 1.267 1.292 -4.579
H 2.410 3.481 -4.801
H 1.914 5.245 -3.129
H 0.626 4.765 -1.137
H 1.725 4.031 0.330
H 1.913 5.121 2.473
H 0.338 4.585 4.317
H -1.381 2.876 3.950
H -3.944 2.346 2.188
H -4.359 0.473 -0.200
H -5.644 1.398 0.588
H -4.800 0.120 1.463
H -3.443 2.865 -0.772
H -2.809 3.869 0.537
H -4.553 3.693 0.306
H -1.223 0.367 3.575
H -4.249 0.798 3.818
H -3.087 2.037 4.280
H -3.115 0.491 5.120
H -3.685 -1.269 2.794
H -2.442 -1.668 3.972
H -2.068 -1.675 2.242
C 4.603 -6.599 2.037
C 3.933 -5.371 1.489
C 2.666 -5.433 0.931
C 2.040 -4.307 0.395
C 0.661 -4.476 -0.189
C 2.726 -3.088 0.422
Te 1.843 -1.457 -0.626
C 3.994 -2.992 0.997
C 4.742 -1.693 1.066
C 4.577 -4.138 1.522
H 3.925 -7.452 2.036
H 4.946 -6.438 3.060
H 5.478 -6.865 1.441
H 2.138 -6.380 0.912
H 0.244 -5.440 0.101
H 0.670 -4.442 -1.281
H -0.024 -3.694 0.140
H 4.136 -0.888 1.486
H 5.064 -1.374 0.071
H 5.630 -1.800 1.690
H 5.562 -4.063 1.971
S -3.443 -3.622 -0.788
C -2.477 -2.390 -0.405
N -1.778 -1.505 -0.088
C 0.763 -1.714 2.583
C 1.512 -0.476 2.224
C 2.203 0.376 3.042
C 2.933 1.280 2.227
C 2.671 0.974 0.926
C 3.260 1.562 -0.311
N 1.757 -0.091 0.916
H 1.443 -2.539 2.803
H 0.098 -2.039 1.778
H 0.151 -1.539 3.470
H 2.179 0.352 4.122
H 3.561 2.093 2.559
H 4.291 1.226 -0.452
H 3.271 2.651 -0.255
H 2.707 1.296 -1.212


Record 4
Formula: C40H57BrF4IrN4O3P
Source: the Open Molecules 2025 dataset
Level of theory: ωB97M-V with the def2-TZVPD basis set

orbital gap (spin up / spin down)	7.0053 / 7.0514	eV
2S+1	2
E_HOMO (spin up / spin down)	-10.94 / -10.94	eV
⟨S²⟩	0.77
charge	+1

Cartesian coordinates (Å):
Ir 0.328 0.586 -0.994
C -0.850 1.474 -3.867
C -0.779 -0.035 -3.770
N 0.172 -0.613 -2.755
C -0.123 -2.086 -2.630
C -1.356 -2.432 -1.830
C 1.561 -0.462 -3.280
C 2.546 -0.796 -2.191
N 2.005 -0.275 -0.914
C 2.707 -0.626 0.260
C 2.050 -0.874 1.472
F 0.728 -0.846 1.542
C 2.751 -1.219 2.610
F 2.056 -1.460 3.727
C 4.122 -1.344 2.616
C 4.782 -1.103 1.434
F 6.113 -1.181 1.380
C 4.101 -0.747 0.285
F 4.831 -0.457 -0.802
H -1.522 1.710 -4.694
H 0.113 1.935 -4.094
H -1.250 1.927 -2.965
H -0.453 -0.440 -4.734
H -1.762 -0.447 -3.558
H 0.740 -2.546 -2.161
H -0.196 -2.460 -3.657
H -1.233 -2.151 -0.787
H -1.488 -3.515 -1.864
H -2.266 -1.982 -2.230
H 1.675 0.583 -3.567
H 1.701 -1.083 -4.168
H 3.506 -0.353 -2.441
H 2.701 -1.872 -2.085
H 4.661 -1.616 3.513
C 2.763 4.032 -0.984
C 1.477 4.804 -0.610
C 1.872 6.076 0.150
C 0.809 5.190 -1.941
P 0.306 3.685 0.338
N 0.425 2.270 -0.460
C -1.450 4.311 0.309
C -2.107 4.042 -1.056
C -1.537 5.810 0.631
C -2.279 3.532 1.344
C 0.898 3.364 2.078
C 0.706 4.572 3.008
C 2.394 3.011 2.016
C 0.162 2.154 2.685
H 3.239 4.564 -1.809
H 2.555 3.016 -1.318
H 3.482 3.991 -0.172
H 2.470 6.696 -0.521
H 2.489 5.856 1.019
H 1.017 6.671 0.468
H 1.559 5.692 -2.554
H -0.021 5.881 -1.815
H 0.469 4.310 -2.488
H -1.636 4.556 -1.886
H -3.135 4.408 -0.990
H -2.149 2.974 -1.262
H -1.131 6.429 -0.168
H -1.048 6.083 1.565
H -2.595 6.062 0.730
H -2.164 2.453 1.242
H -3.329 3.772 1.171
H -2.045 3.823 2.365
H 1.183 5.482 2.648
H 1.161 4.318 3.968
H -0.345 4.779 3.199
H 3.012 3.872 1.774
H 2.598 2.209 1.304
H 2.694 2.664 3.006
H -0.782 2.430 3.142
H 0.793 1.735 3.472
H -0.031 1.366 1.963
Br -7.270 -0.831 1.898
C -6.062 -0.216 0.589
C -6.550 0.358 -0.581
N -5.754 0.810 -1.543
C -4.438 0.711 -1.361
C -3.866 0.153 -0.224
C -4.702 -0.329 0.775
C -2.381 0.041 -0.051
O -1.902 -0.644 0.830
O -1.711 0.763 -0.915
H -7.618 0.450 -0.737
H -3.807 1.088 -2.157
H -4.276 -0.778 1.663
C -1.299 -8.974 2.199
C -0.583 -7.771 1.656
C -0.985 -6.486 1.996
C -0.365 -5.354 1.483
C -0.871 -4.005 1.917
C 0.723 -5.536 0.603
C 1.435 -4.387 0.037
O 1.022 -3.241 0.024
C 1.161 -6.831 0.264
C 2.325 -7.073 -0.670
C 0.493 -7.924 0.786
H -1.903 -8.718 3.069
H -0.596 -9.756 2.485
H -1.965 -9.394 1.442
H -1.812 -6.359 2.686
H -1.642 -4.130 2.676
H -1.286 -3.428 1.092
H -0.074 -3.388 2.335
H 2.423 -4.602 -0.405
H 2.142 -6.666 -1.666
H 2.497 -8.142 -0.779
H 3.250 -6.630 -0.297
H 0.821 -8.922 0.518